{
  "formula": "C72H192N16O20",
  "method": "ωB97M-V with the def2-TZVPD basis set",
  "charge": 0,
  "lumo_energy_ha": 0.002,
  "e_homo_ev": -8.2,
  "de_lowest_kcal_mol": 143.4,
  "species": ["C", "O", "C", "C", "N", "C", "C", "O", "C", "H", "H", "H", "H", "H", "H", "H", "H", "H", "H", "H", "H", "H", "H", "H", "C", "O", "C", "C", "N", "C", "C", "O", "C", "H", "H", "H", "H", "H", "H", "H", "H", "H", "H", "H", "H", "H", "H", "H", "C", "O", "C", "C", "N", "C", "C", "O", "C", "H", "H", "H", "H", "H", "H", "H", "H", "H", "H", "H", "H", "H", "H", "H", "C", "O", "C", "C", "N", "C", "C", "O", "C", "H", "H", "H", "H", "H", "H", "H", "H", "H", "H", "H", "H", "H", "H", "H", "C", "C", "C", "O", "C", "N", "H", "H", "H", "H", "H", "H", "H", "H", "H", "H", "H", "C", "C", "C", "O", "C", "N", "H", "H", "H", "H", "H", "H", "H", "H", "H", "H", "H", "C", "C", "C", "O", "C", "N", "H", "H", "H", "H", "H", "H", "H", "H", "H", "H", "H", "C", "C", "C", "O", "C", "N", "H", "H", "H", "H", "H", "H", "H", "H", "H", "H", "H", "C", "C", "C", "O", "C", "N", "H", "H", "H", "H", "H", "H", "H", "H", "H", "H", "H", "C", "C", "C", "O", "C", "N", "H", "H", "H", "H", "H", "H", "H", "H", "H", "H", "H", "C", "C", "C", "O", "C", "N", "H", "H", "H", "H", "H", "H", "H", "H", "H", "H", "H", "C", "C", "C", "O", "C", "N", "H", "H", "H", "H", "H", "H", "H", "H", "H", "H", "H", "C", "C", "C", "O", "C", "N", "H", "H", "H", "H", "H", "H", "H", "H", "H", "H", "H", "C", "C", "C", "O", "C", "N", "H", "H", "H", "H", "H", "H", "H", "H", "H", "H", "H", "C", "C", "C", "O", "C", "N", "H", "H", "H", "H", "H", "H", "H", "H", "H", "H", "H", "C", "C", "C", "O", "C", "N", "H", "H", "H", "H", "H", "H", "H", "H", "H", "H", "H"],
  "xyz": [[2.96751, -3.10663, 0.31844], [1.92995, -2.30368, 0.85471], [1.35746, -1.31753, -0.01847], [0.35173, -0.52836, 0.83756], [-0.33949, 0.58293, 0.13358], [-1.29498, 1.33086, 0.95553], [-2.14676, 2.20457, 0.12180], [-2.99679, 1.49814, -0.80233], [-3.84811, 2.28885, -1.58130], [3.46686, -3.57678, 1.16561], [3.76079, -2.54353, -0.17320], [2.51779, -3.72903, -0.45517], [0.84276, -1.88871, -0.79108], [2.18745, -0.75896, -0.45118], [0.91764, -0.17770, 1.70063], [-0.37862, -1.26996, 1.16116], [-0.80344, 0.12167, -0.63590], [-0.68755, 1.96914, 1.59719], [-1.94598, 0.69352, 1.55394], [-1.50227, 2.94223, -0.35630], [-2.74348, 2.73994, 0.86033], [-3.25349, 2.96707, -2.19329], [-4.59564, 2.72057, -0.91578], [-4.44335, 1.72448, -2.29913], [5.43486, 1.63731, 3.28608], [5.27617, 3.03606, 3.23895], [4.86681, 3.63465, 4.49523], [5.47958, 5.07952, 4.49775], [5.10238, 5.87986, 5.69253], [5.96058, 7.09566, 5.91787], [5.70438, 7.67612, 7.36486], [6.04578, 6.79865, 8.35813], [5.96208, 7.38302, 9.67992], [4.63832, 1.01587, 3.69527], [6.32402, 1.34257, 3.84341], [5.67310, 1.29607, 2.27866], [5.40217, 3.13853, 5.30476], [3.78524, 3.59918, 4.62590], [5.20820, 5.62398, 3.59331], [6.56091, 4.98612, 4.39741], [4.88179, 5.36333, 6.53195], [5.73352, 7.92139, 5.24355], [7.01679, 6.87011, 5.77079], [4.63034, 7.84141, 7.44979], [6.30231, 8.58557, 7.42390], [6.41281, 8.37021, 9.78199], [6.45138, 6.72737, 10.40020], [4.91136, 7.46449, 9.95822], [6.38606, -1.50555, -4.78030], [7.02233, -2.65826, -5.40794], [6.56993, -3.85020, -4.91634], [7.10598, -5.02504, -5.77414], [8.55151, -5.17057, -5.65882], [8.91323, -5.85670, -4.44032], [10.42540, -6.09998, -4.42024], [11.21010, -4.94889, -4.23944], [12.58170, -5.24137, -4.11762], [6.52491, -1.58407, -3.70203], [5.32918, -1.40514, -5.02733], [6.81203, -0.59195, -5.19503], [5.48569, -3.96183, -4.92458], [6.90006, -3.91187, -3.87937], [6.98280, -4.71508, -6.81185], [6.62488, -6.00218, -5.81698], [9.02233, -4.28676, -5.79037], [8.34986, -6.78931, -4.40953], [8.58904, -5.12192, -3.70336], [10.66682, -6.64723, -5.33146], [10.63561, -6.79621, -3.60835], [13.17949, -4.36950, -3.85195], [12.97432, -5.60758, -5.06622], [12.76845, -5.94577, -3.30703], [2.41937, -10.89564, 2.21437], [2.34401, -9.72690, 2.97307], [1.05816, -9.14657, 3.11392], [0.97314, -7.88210, 3.99493], [1.27797, -8.09337, 5.44162], [2.63035, -8.53413, 5.81199], [2.76538, -8.68714, 7.37257], [2.14721, -9.95201, 7.66653], [2.33785, -10.41722, 9.04796], [1.77410, -10.77974, 1.34357], [2.06383, -11.80241, 2.70373], [3.45834, -11.05899, 1.92807], [0.33052, -9.87858, 3.46437], [0.76167, -8.96177, 2.08143], [-0.02916, -7.49948, 3.80230], [1.77800, -7.24525, 3.62789], [0.65643, -8.82931, 5.74524], [3.33033, -7.81617, 5.38463], [2.93211, -9.48659, 5.37624], [2.32583, -7.85190, 7.91779], [3.82996, -8.80923, 7.57222], [3.38270, -10.57422, 9.31577], [1.76556, -11.34198, 9.12163], [1.93781, -9.60012, 9.64831], [-4.29781, 7.77918, 4.72388], [-5.60324, 8.50875, 4.65920], [-6.73791, 7.74794, 5.43213], [-7.94547, 8.50361, 5.18938], [-8.99118, 7.80210, 5.87793], [-5.34120, 9.78191, 5.22027], [-4.27213, 6.85973, 4.13903], [-3.92140, 7.59667, 5.73041], [-3.47317, 8.38036, 4.34092], [-5.80561, 8.63498, 3.59562], [-6.42393, 7.67000, 6.47301], [-6.79980, 6.69533, 5.15592], [-8.92116, 6.76155, 5.56099], [-9.88742, 8.35157, 5.58995], [-8.76812, 7.85463, 6.94357], [-6.11158, 10.42238, 5.09219], [-4.58640, 10.18631, 4.68469], [-4.64760, 8.20502, -1.97467], [-4.89003, 9.59450, -2.64759], [-3.74723, 9.99951, -3.59191], [-3.29760, 8.95447, -4.48584], [-1.89410, 8.80904, -4.46498], [-6.09429, 9.51133, -3.41973], [-5.07250, 7.45522, -2.64203], [-5.10880, 8.27493, -0.98953], [-3.58364, 8.04080, -1.80404], [-5.05608, 10.35424, -1.88383], [-2.95128, 10.33899, -2.92910], [-4.07250, 10.91786, -4.08071], [-1.61744, 8.13569, -5.27625], [-1.63844, 8.28938, -3.54156], [-1.33363, 9.73437, -4.59815], [-5.77341, 8.92297, -4.17536], [-6.36615, 10.37403, -3.86911], [-10.52123, 1.39104, -7.48191], [-9.80123, 0.82089, -6.26897], [-10.40582, 1.25691, -4.81970], [-10.32006, 2.70286, -4.68405], [-10.40083, 3.22096, -3.39487], [-9.96719, -0.63055, -6.42816], [-11.60357, 1.41079, -7.35441], [-10.20125, 0.88855, -8.39472], [-10.29728, 2.45258, -7.58709], [-8.79015, 1.21638, -6.36592], [-9.85097, 0.69630, -4.06740], [-11.47837, 1.06264, -4.82026], [-10.25108, 4.29978, -3.35231], [-9.58859, 2.79202, -2.80803], [-11.22760, 2.94782, -2.73916], [-10.90397, -0.93599, -6.20623], [-9.74850, -0.90353, -7.37566], [0.46316, 8.69024, 1.31305], [1.50163, 8.71827, 2.43351], [1.41254, 9.99486, 3.38704], [1.46153, 11.26575, 2.72741], [1.58131, 12.44762, 3.51368], [1.45463, 7.40287, 3.09708], [0.57497, 7.99131, 0.48413], [0.52525, 9.66862, 0.83660], [-0.53941, 8.51036, 1.70113], [2.44778, 8.75853, 1.89382], [2.22273, 9.89848, 4.10981], [0.52760, 9.98061, 4.02326], [1.49370, 13.30121, 2.84153], [2.49953, 12.49814, 4.09882], [0.70691, 12.44848, 4.16447], [2.23882, 7.37401, 3.73295], [1.65670, 6.65610, 2.44777], [-3.58110, -0.28401, -10.29479], [-4.40899, 0.75113, -9.41513], [-3.62707, 2.00366, -8.99119], [-4.30291, 2.71400, -7.89975], [-3.61588, 3.97610, -7.67292], [-5.64658, 1.14014, -10.10051], [-4.15716, -1.06754, -10.78706], [-2.79160, -0.72841, -9.68875], [-3.02838, 0.17687, -11.11345], [-4.62082, 0.27287, -8.45884], [-3.44095, 2.63726, -9.85837], [-2.69866, 1.68069, -8.52017], [-3.83256, 4.20667, -6.62985], [-4.06133, 4.78348, -8.25413], [-2.53182, 3.90540, -7.76196], [-6.14740, 1.75865, -9.47864], [-5.48171, 1.67924, -10.93854], [-5.33354, -9.16930, 0.06989], [-5.54380, -7.71155, 0.44497], [-4.61507, -6.72383, -0.30687], [-3.26253, -6.66895, 0.17050], [-2.40541, -6.09165, -0.81795], [-6.97416, -7.36466, 0.25331], [-5.61699, -9.35131, -0.96675], [-5.83441, -9.84881, 0.75947], [-4.26506, -9.38471, 0.06267], [-5.29474, -7.63347, 1.50325], [-4.97114, -5.71203, -0.11300], [-4.58781, -6.96753, -1.36893], [-1.46705, -5.82118, -0.33380], [-2.81559, -5.25369, -1.38158], [-2.20464, -6.95273, -1.45540], [-7.08785, -7.17834, -0.73282], [-7.23330, -6.49321, 0.69323], [4.70930, 5.13698, -1.39468], [3.41707, 4.41370, -1.71859], [3.57296, 3.23602, -2.64127], [3.98001, 3.50302, -4.02218], [2.87460, 4.16949, -4.70233], [2.82992, 4.10843, -0.48228], [4.49168, 6.12175, -0.98120], [5.25450, 5.33868, -2.31673], [5.41509, 4.61822, -0.74597], [2.69228, 5.17510, -2.00677], [2.62658, 2.69628, -2.67494], [4.22770, 2.56056, -2.09066], [3.13436, 4.04396, -5.75346], [2.75655, 5.22243, -4.44640], [1.90710, 3.67434, -4.61950], [3.60993, 3.76661, 0.06072], [2.15259, 3.36462, -0.57209], [-8.61350, 2.20593, 3.97192], [-7.09979, 2.22263, 3.70101], [-6.24985, 2.25022, 4.99309], [-4.87881, 2.25043, 4.63829], [-4.00155, 2.47690, 5.69888], [-6.81275, 1.08672, 2.85138], [-9.07337, 3.19314, 4.01715], [-8.88156, 1.65807, 4.87530], [-9.12837, 1.75982, 3.12105], [-6.87781, 3.12874, 3.13726], [-6.40108, 1.35992, 5.60350], [-6.61189, 3.06345, 5.62213], [-4.10771, 3.39451, 6.27751], [-3.05292, 2.63683, 5.18640], [-3.88562, 1.62466, 6.36848], [-5.83187, 0.84761, 2.82308], [-7.09504, 1.25724, 1.89674], [-1.40668, 0.12171, -4.57680], [-2.48366, -0.94889, -4.66945], [-2.08813, -2.26676, -5.31487], [-3.13541, -3.22564, -5.17461], [-3.21394, -4.17273, -6.17221], [-2.82614, -1.37246, -3.25620], [-0.96280, 0.21767, -5.56770], [-0.62179, -0.06832, -3.84472], [-1.85734, 1.10992, -4.48482], [-3.35844, -0.54988, -5.18293], [-1.25953, -2.72065, -4.77127], [-1.79477, -2.13949, -6.35691], [-4.08209, -4.78795, -5.93577], [-2.37312, -4.86335, -6.23665], [-3.40990, -3.69710, -7.13319], [-3.47845, -2.14332, -3.23684], [-3.38679, -0.65600, -2.81751], [2.52627, -3.31169, 5.99710], [1.10503, -3.03649, 6.48063], [0.02723, -2.75403, 5.43050], [-1.24263, -2.64571, 6.16386], [-2.33720, -2.41697, 5.27909], [0.63962, -4.09080, 7.43343], [2.40572, -4.10494, 5.25932], [3.04900, -3.65111, 6.89133], [2.99852, -2.50990, 5.42946], [1.15128, -2.17182, 7.14267], [-0.01891, -3.67281, 4.84584], [0.21546, -1.84742, 4.85541], [-2.60667, -3.29981, 4.69937], [-2.05640, -1.62264, 4.58750], [-3.24378, -2.14884, 5.82159], [-0.35479, -3.91407, 7.42821], [0.71854, -4.92317, 6.86686], [7.69034, -5.96369, 4.71808], [9.22671, -6.14607, 4.68094], [9.85661, -4.95857, 3.95824], [9.37123, -4.91903, 2.58451], [9.99908, -3.90574, 1.72543], [9.64505, -6.34979, 6.06151], [7.20108, -6.75100, 5.29155], [7.18294, -5.92346, 3.75422], [7.52936, -5.02140, 5.24179], [9.53348, -7.01905, 4.10482], [10.93667, -5.06208, 4.06249], [9.60568, -4.00432, 4.42143], [9.97518, -2.87054, 2.06586], [9.61840, -3.85065, 0.70555], [11.06703, -4.12376, 1.71960], [9.22611, -7.20766, 6.39112], [9.34659, -5.59428, 6.66170], [2.15824, -7.86649, -4.16654], [1.04568, -7.99946, -5.19029], [1.37542, -7.14724, -6.45573], [1.51234, -5.76668, -6.08196], [1.69763, -4.91456, -7.23050], [1.00157, -9.38507, -5.55842], [3.17304, -8.00541, -4.53934], [2.05681, -8.66765, -3.43445], [2.26016, -6.89760, -3.67769], [0.03470, -7.75560, -4.86385], [0.60014, -7.38808, -7.18309], [2.26203, -7.50363, -6.98014], [0.82889, -4.93699, -7.88845], [2.57541, -5.19921, -7.81066], [1.91793, -3.93294, -6.81097], [0.29867, -9.38888, -6.28369], [0.60432, -9.86529, -4.76364]],
  "forces_ev_per_angstrom": [[-0.5, 0.8, -0.2], [0.1, 0.6, 0.6], [0.2, -1.0, 0.4], [0.2, 0.3, -0.4], [1.0, -0.9, 0.1], [0.9, -1.3, -0.6], [-1.0, 0.9, -0.3], [1.1, -0.9, 0.6], [-0.1, 0.2, 0.2], [-0.4, -0.6, -0.2], [0.0, 0.5, -0.1], [0.3, -0.7, 0.2], [-0.2, 0.3, -0.5], [-0.2, 0.5, -0.1], [-0.2, 0.2, 0.1], [-0.1, -0.1, 0.4], [-0.5, 0.3, -0.2], [-0.3, 0.1, 0.3], [0.0, -0.3, 0.3], [-0.1, 0.1, -0.6], [-0.5, 0.4, -0.2], [-0.2, 0.7, 0.2], [0.1, 0.9, -0.1], [0.3, -0.7, 0.1], [1.0, -0.4, -0.3], [-0.8, 0.2, 0.8], [1.7, 1.0, -0.8], [-0.8, -0.1, 0.7], [0.5, 1.0, -1.2], [-1.1, -1.1, 1.7], [-0.2, -0.2, -2.2], [1.2, -0.7, 2.0], [-0.4, -0.6, -0.5], [-0.6, 0.5, 0.0], [0.2, 0.2, 0.5], [-0.4, 0.1, -0.2], [-0.3, -0.4, 0.2], [0.0, 0.1, 0.0], [-0.5, 0.0, -0.1], [0.3, -0.3, 0.3], [0.5, 0.0, 0.0], [-0.4, -0.2, -0.3], [0.3, -0.1, 0.2], [-0.2, 0.7, -0.2], [-0.2, 0.4, 0.1], [0.2, 0.1, -0.5], [0.0, -0.2, -0.3], [-0.2, 0.1, 0.1], [0.6, -0.8, -0.7], [-0.3, 2.4, -0.8], [-0.8, -2.3, 0.6], [1.3, 1.7, -1.3], [-0.4, -1.2, -1.2], [1.0, 1.9, -0.5], [-0.6, -1.0, 0.7], [-0.3, 0.7, 0.0], [0.2, 0.0, 0.0], [0.0, 0.2, 0.1], [-0.3, -0.6, 0.1], [0.5, -0.3, 0.2], [-0.4, 0.4, 0.1], [-0.1, -0.4, 0.4], [-0.4, 0.4, -0.2], [-0.2, 0.1, 1.1], [0.0, 0.0, 0.2], [0.2, 0.0, 0.3], [0.3, -0.8, 1.4], [0.2, 0.2, -0.4], [0.1, -0.2, 0.3], [-0.5, 0.4, -0.1], [0.1, -0.3, 0.0], [-0.1, -0.4, -0.1], [-0.5, 0.0, -0.4], [0.7, 0.6, 1.4], [-0.2, -0.6, -0.6], [2.1, -1.5, 0.1], [-0.9, -0.3, -0.6], [-0.1, 0.4, 0.5], [0.1, -1.2, -1.8], [0.3, -0.2, 1.0], [-0.6, 1.3, -1.7], [0.2, -0.1, -0.5], [-0.1, 0.0, 0.5], [-0.1, 0.2, -0.1], [-0.1, -0.4, 0.4], [-0.5, 0.7, -0.2], [0.1, 0.4, 0.4], [-0.3, 0.6, -0.1], [-0.3, 0.0, 0.4], [0.2, 0.3, 0.4], [-0.2, -0.2, 0.0], [-0.1, 0.0, 0.1], [0.2, 0.4, 0.3], [0.2, -0.1, -0.2], [0.1, 0.2, 0.2], [-0.1, -0.4, 0.6], [1.3, -0.8, 0.0], [-0.3, -1.5, 0.0], [1.1, 1.8, -1.4], [0.9, -1.6, 0.9], [0.9, 1.0, -0.6], [-0.1, 1.7, 0.9], [-0.2, -0.2, 0.1], [-0.5, -0.3, 0.3], [-0.2, 0.3, -0.5], [-0.8, -0.5, -0.2], [-0.3, 0.7, 0.5], [-0.4, -0.1, -0.8], [-0.7, -0.1, 0.0], [-0.3, -0.6, 0.3], [-0.4, 0.0, 0.2], [-0.3, 0.0, 0.1], [0.3, 0.2, 0.1], [0.1, 1.6, -0.1], [0.6, -0.5, -0.3], [0.6, 0.2, 1.3], [-0.8, 1.4, 0.5], [-0.1, -0.9, -0.1], [-1.0, -1.0, -0.5], [0.1, -0.2, 0.4], [-0.3, -0.6, -0.2], [0.0, -0.1, -0.2], [0.5, 0.2, 0.0], [0.6, -0.2, -0.1], [0.0, -0.2, -0.8], [-0.1, 0.0, -0.1], [0.5, 0.3, 0.2], [-0.1, 0.2, 0.2], [-0.7, -0.4, -0.6], [0.1, 0.4, 0.2], [-0.3, 2.0, 0.5], [-2.0, 0.3, 0.3], [0.5, 1.0, -2.3], [0.0, -0.7, -0.9], [1.2, -0.7, 1.4], [1.3, -0.3, 1.2], [-0.2, -0.6, -0.2], [-0.2, 0.0, 0.1], [0.2, 0.2, -0.2], [0.4, -0.8, 0.5], [-0.1, 0.2, 0.3], [0.0, -0.7, 0.2], [-0.2, -0.1, -0.6], [0.6, 0.1, 0.2], [-1.0, 0.0, -0.7], [-0.1, 0.2, -0.1], [-0.1, -0.1, 0.1], [-0.5, 1.2, 0.0], [-0.1, -0.1, -1.5], [-0.1, -0.5, 0.3], [0.7, -0.9, -1.1], [-0.9, -1.1, 0.0], [0.1, 0.9, 1.3], [0.7, -0.4, 0.4], [-0.4, 0.2, 0.0], [-0.1, 0.2, 0.1], [0.4, 0.6, 0.1], [0.5, 0.1, 0.0], [-0.5, -0.3, -0.2], [0.2, -0.2, 0.0], [0.1, -0.1, 0.0], [0.0, 0.4, 0.5], [0.1, -0.2, 0.5], [-0.2, 0.1, -0.5], [0.2, 1.2, 0.6], [0.4, 0.0, -0.9], [0.1, -0.6, 1.1], [1.0, 0.4, -1.6], [-1.2, -0.8, 1.0], [-0.3, -0.5, 0.6], [-0.4, 0.1, 0.5], [-0.1, -0.2, 0.2], [-0.1, 0.5, -0.1], [-0.6, -0.3, -0.1], [0.0, 0.3, 0.0], [0.5, 0.0, -0.4], [0.1, 0.1, 0.1], [0.3, -0.1, -0.4], [0.0, -0.1, -0.4], [-0.3, 0.1, 0.1], [0.4, 0.0, -0.2], [0.7, 0.2, -0.5], [0.1, 0.3, 0.3], [0.4, 0.1, 0.8], [-0.5, 0.1, 0.2], [0.2, -1.5, 0.5], [0.7, -0.2, -0.2], [-0.5, -0.1, 0.0], [-0.1, 0.1, -0.2], [0.2, -0.1, 0.3], [-0.1, 0.2, 0.1], [-0.6, 0.1, -0.5], [-0.3, 0.1, -0.3], [-0.2, 0.2, 0.0], [-0.2, 0.1, 0.2], [0.3, 0.4, -0.8], [-0.3, -0.2, -0.3], [0.2, 0.1, 0.3], [0.5, 0.8, -1.2], [0.1, 2.3, -0.8], [-0.3, -0.2, -0.7], [-1.6, 0.4, 1.6], [1.2, -0.8, -0.7], [0.0, -1.5, 2.2], [0.0, -0.1, 0.3], [0.1, 0.0, -0.1], [-0.3, -0.3, 0.2], [0.3, 0.1, -1.6], [-0.3, 0.0, -0.1], [0.7, -0.2, -0.7], [0.0, 0.5, -0.1], [0.2, 0.0, 0.1], [0.0, -0.3, 0.6], [-0.3, -0.5, 0.9], [-0.3, -0.2, 0.2], [-0.2, 0.4, -0.1], [-0.3, 0.3, 0.2], [-0.5, -1.0, -0.8], [-0.9, 0.9, 0.0], [1.5, 0.1, -0.5], [0.5, -1.0, 0.1], [0.3, 0.3, 0.4], [0.0, -0.1, 0.0], [0.1, -0.3, 0.1], [0.2, 0.5, 0.2], [-0.4, -0.4, 0.0], [0.5, 0.6, -0.1], [-0.8, 0.1, 0.0], [0.3, -0.3, 0.2], [-0.3, -0.1, 0.1], [0.2, 0.2, 0.1], [-0.1, 0.1, 0.0], [-0.1, 0.0, -1.4], [-0.5, -1.2, 2.1], [0.4, -0.4, 0.1], [-0.1, 1.1, 0.6], [-0.8, -0.6, -0.5], [-0.2, 0.7, -0.3], [0.5, -0.2, -0.2], [-0.3, 0.0, 0.0], [-0.1, 0.0, 0.7], [-0.1, 0.0, -0.2], [0.5, 0.4, 0.0], [-0.1, 0.0, -0.3], [-0.1, 0.0, -0.1], [0.5, 0.2, 0.0], [0.2, -0.1, -0.3], [0.1, -0.5, -0.5], [0.3, 0.6, 0.2], [-1.4, -0.6, -0.5], [-0.2, 1.4, 1.6], [-0.5, -0.8, 1.4], [0.5, 0.3, -0.9], [0.4, 0.0, 0.0], [0.6, 0.3, -1.5], [0.5, -0.5, 0.1], [0.5, 0.1, -0.4], [0.0, 0.3, 0.5], [0.0, 0.5, -0.2], [-0.2, 0.1, -0.8], [0.0, -0.1, -0.2], [0.3, -0.3, -0.1], [-0.3, 0.2, -0.1], [0.3, 0.2, 0.3], [-0.4, -0.2, 0.6], [0.0, -0.9, 0.2], [0.1, -0.1, -0.5], [-1.7, 0.1, -0.3], [0.0, 0.4, -0.5], [0.5, 0.9, -0.2], [0.8, -0.6, 1.3], [1.3, 0.2, -0.3], [0.1, -0.1, 0.1], [0.2, 0.1, -0.1], [-0.3, 0.1, 0.0], [-0.2, -0.2, 0.0], [0.3, 0.0, -0.5], [-0.2, 0.1, 0.3], [-0.6, 0.0, 0.7], [-0.3, -0.8, 0.2], [0.2, -0.2, -0.4], [0.0, 0.0, 0.1], [-0.1, 0.1, 0.0], [0.3, 0.3, 0.9], [1.6, 1.3, -0.6], [-0.2, -0.2, 0.9], [-0.3, -0.7, -1.2], [0.3, -0.4, 1.0], [-0.1, -0.5, -0.9], [-0.2, -0.3, -0.8], [-0.2, 0.2, 0.4], [-0.6, 0.0, 0.2], [0.2, 0.9, 0.6], [-0.7, 0.8, -0.2], [0.6, -0.1, 0.4], [-0.1, 0.2, 0.1], [0.1, -0.3, -0.1], [-0.4, 0.1, -0.2], [-0.2, -0.8, -0.3], [0.0, -0.4, 0.0]]
}